Here is a molecular structure, C9H23BBaO4PSSi at a distorted geometry from the OMol25 dataset. Energies are from wB97M-V/def2-TZVPD.

Last column: Mulliken charge in e.
Atoms and positions in Å:
C: 2.907593 -0.836481 -1.912411  -0.76
C: 2.116424 0.435973 -1.567747  -0.11
C: 0.739334 0.214830 -1.011719  -0.50
C: 0.746392 -0.191176 0.453408  1.31
C: 1.769614 0.432886 1.377609  -1.76
O: 1.521537 1.755972 1.782400  -0.25
O: 1.844656 2.610227 0.699258  -0.35
O: 1.279440 -1.520038 0.340683  -0.78
B: 0.186910 -2.498557 0.470326  1.16
P: 0.180113 -3.607074 -1.142881  0.07
S: 1.800166 -4.728330 -1.342931  -0.46
O: -1.029734 -1.605577 0.305075  -0.90
C: -0.659157 -0.473195 1.029523  -0.17
Si: -2.021956 0.844688 0.952543  0.21
C: -3.025703 0.757687 -0.643921  -1.10
C: -1.427275 2.612556 1.224293  -1.17
C: -3.215338 0.452619 2.357186  -1.22
H: 3.727073 -0.917745 -1.217324  0.27
H: 3.382526 -0.799274 -2.903146  0.44
H: 2.332691 -1.745559 -1.802529  0.04
H: 2.738827 1.090147 -0.979210  0.35
H: 1.955408 0.961339 -2.526813  -0.77
H: 0.108102 1.104969 -1.177833  0.48
H: 0.263074 -0.592141 -1.547585  0.56
H: 2.766698 0.296082 0.972381  0.53
H: 1.734032 -0.140470 2.289802  0.47
H: 1.144401 3.279906 0.753759  0.32
H: 0.079677 -3.057134 1.536431  -0.25
H: -1.014379 -4.358079 -1.190619  0.07
H: 0.133701 -2.757789 -2.286679  -0.07
H: -0.496945 -0.685331 2.094540  0.47
H: -4.008235 1.143820 -0.406441  0.39
H: -3.173515 -0.264302 -0.957382  0.36
H: -2.626059 1.368565 -1.446549  0.24
H: -1.019950 3.078049 0.332915  0.28
H: -0.754214 2.714630 2.060475  0.41
H: -2.306929 3.195113 1.474838  0.41
H: -3.326822 -0.625081 2.433877  0.35
H: -4.191738 0.887828 2.203096  0.37
H: -2.786239 0.783358 3.292816  0.33
Ba: 1.625796 1.382091 -4.373514  1.74

Cartesian forces (eV/Å) of the 3 atoms listed first:
C -0.02 0.34 0.06
C 0.47 -0.97 -0.41
C -0.76 1.47 -0.19

Results
HOMO level in eV: -8.94
Gap between HOMO and LUMO in eV: 2.360
Charge: +1

=====

Here is 3 unconnected molecules or ions with the total composition C9H23Br4FN3P at a distorted geometry from the OMol25 dataset. Energies are from wB97M-V/def2-TZVPD.

Last column: natural (NBO) charge in e.
Atoms and positions in Å:
N: -1.120195 -1.996523 3.232234  -0.66
C: -0.661573 -2.372358 1.963317  0.55
N: 0.847078 -2.472478 1.681304  -0.88
N: -1.746041 -2.662333 0.936763  -0.67
C: -1.674434 -1.739391 -0.259185  -0.24
C: -1.809208 -0.141949 0.081534  -0.43
C: -0.997094 0.670045 -1.132366  -0.43
C: 0.538554 0.893542 -0.601814  -0.75
P: 1.874916 0.059662 -1.727881  0.98
F: 3.181320 -0.634993 -2.708792  -0.66
H: -2.183730 -1.997347 3.193913  0.36
H: 1.179382 -1.524930 1.368243  0.37
H: 1.280194 -2.589695 2.646420  0.40
H: -1.480097 -3.619179 0.553913  0.37
H: -0.674270 -1.886029 -0.859473  0.17
H: -2.595128 -2.004904 -0.971370  0.22
H: -2.929297 0.247103 0.000912  0.22
H: -1.384874 0.186390 1.121137  0.23
H: -1.605527 1.658704 -1.315894  0.23
H: -0.955720 -0.034262 -2.095111  0.20
H: 0.744014 2.066252 -0.547304  0.23
H: 0.714367 0.420184 0.478386  0.20
H: 1.079860 0.268212 -2.916883  0.00
H: 1.814154 -1.187761 -0.961091  0.00
H: 2.782606 1.119943 -1.314469  -0.01
Br: 5.835154 0.831660 0.381828  -0.03
C: 6.097965 0.755158 -1.549158  -0.45
C: 7.565823 0.676675 -1.898899  -0.45
Br: 8.429383 2.415827 -1.715191  -0.02
H: 5.596511 1.628932 -1.974504  0.23
H: 5.575935 -0.150322 -1.871306  0.25
H: 7.697911 0.403513 -2.949580  0.23
H: 8.124345 -0.024732 -1.272597  0.23
Br: -4.504569 0.417173 2.599720  -0.01
C: -6.171952 1.403179 2.373327  -0.45
C: -6.423766 1.725646 0.918786  -0.45
Br: -5.308452 3.209979 0.321320  -0.02
H: -6.107308 2.290150 3.009694  0.23
H: -6.949632 0.739157 2.761241  0.23
H: -7.452541 2.066215 0.771722  0.23
H: -6.224065 0.885883 0.247153  0.23

Cartesian forces (eV/Å) of the 3 atoms listed first:
N 1.46 -1.68 -5.68
C -2.16 1.86 4.41
N -2.10 0.86 1.59

Results
HOMO level in eV: -9.81
Gap between HOMO and LUMO in eV: 10.346

=====

Here is a molecular structure, C9H23ClN2O5Ti at a distorted geometry from the OMol25 dataset. Energies are from wB97M-V/def2-TZVPD.

Last column: natural (NBO) charge in e.
Atoms and positions in Å:
Ti: -1.855443 -0.277207 0.304181  0.92
Cl: -3.947353 -0.457837 -2.830239  -0.95
O: -5.235633 -0.595677 5.390531  -0.73
C: -4.807583 0.266993 4.512301  0.90
O: -4.547813 1.361273 4.934911  -0.83
O: -4.757113 -0.057947 3.343801  -0.81
H: -5.005863 0.120873 5.986651  0.48
C: 2.908187 -1.640737 -3.078049  -0.62
C: 1.583567 -2.318377 -3.524829  -0.07
C: 1.704427 -3.807577 -4.064169  -0.07
O: 0.427087 -4.181987 -4.723459  -0.56
C: 0.020787 -3.457037 -5.894819  -0.25
N: 0.724387 -2.290967 -2.346719  -0.84
H: 3.123097 -1.767787 -2.017029  0.21
H: 2.785497 -0.585427 -3.321729  0.22
H: 3.693677 -2.012247 -3.736149  0.19
H: 1.062657 -1.754637 -4.298749  0.19
H: 2.034117 -4.403327 -3.213009  0.18
H: 2.563147 -3.906197 -4.728229  0.16
H: -0.647163 -2.623997 -5.675729  0.19
H: -0.353573 -4.144797 -6.653059  0.19
H: 0.880157 -2.919827 -6.296039  0.16
H: 0.930047 -3.062117 -1.727749  0.35
H: -0.189173 -2.384747 -2.767109  0.38
C: 0.347977 4.847373 2.342571  -0.63
C: 0.280147 3.421813 1.787971  -0.07
C: 0.775687 2.467283 2.917691  -0.06
O: 0.888717 1.084253 2.632451  -0.56
C: 1.223627 0.267663 3.783071  -0.26
N: -1.151183 3.094013 1.612341  -0.84
H: 1.325197 5.123513 2.738661  0.20
H: -0.251173 5.001873 3.239931  0.21
H: 0.055267 5.585903 1.596241  0.22
H: 0.776237 3.456013 0.818011  0.20
H: 0.137487 2.684953 3.774091  0.17
H: 1.790097 2.770223 3.177111  0.16
H: 1.406967 -0.786087 3.573111  0.20
H: 0.355277 0.338793 4.438061  0.19
H: 2.148877 0.598153 4.255071  0.17
H: -1.748153 3.775313 1.165611  0.37
H: -1.455163 3.170283 2.572481  0.36

Cartesian forces (eV/Å) of the 3 atoms listed first:
Ti -0.78 0.40 -0.44
Cl 0.75 -0.01 0.75
O -0.70 -2.09 2.41

Results
Spin multiplicity: 4
<S²>: 3.751
HOMO level (spin up / spin down) in eV: -4.35 / -4.35
Gap between HOMO and LUMO (spin up / spin down) in eV: 6.243 / 5.882
Charge: -1
Relative energy (zero: lowest compared OMol25 entry of this formula, charge and spin) in kJ/mol: 601.94

=====

Here is a gas-phase ion, C9H23N2Si (charge +1) at a distorted geometry from the OMol25 dataset. Energies are from wB97M-V/def2-TZVPD.

Last column: natural (NBO) charge in e.
Atoms and positions in Å:
C: 0.014137 0.013799 -1.595057  -0.33
C: 1.902593 -3.312913 -1.695324  -0.63
C: -0.460071 -2.941542 -0.763077  -0.60
C: 1.803964 1.676240 1.783486  -0.61
C: -0.034608 0.752859 3.189572  -0.62
C: -3.230123 2.324524 0.090380  -1.13
C: -0.410793 0.771423 -0.390827  -0.22
C: 0.649195 -2.394631 -1.713664  -0.07
C: 0.337227 1.378757 1.794330  -0.04
N: 1.061078 -0.974773 -1.398670  -0.18
N: 0.162321 0.406381 0.707084  -0.58
Si: -1.584359 2.412163 -0.773632  1.06
H: 0.269236 0.767057 -2.309169  0.26
H: 2.313965 -3.000537 -2.671018  0.22
H: 2.594492 -3.121544 -0.930918  0.23
H: 1.579216 -4.417243 -1.729832  0.26
H: -1.258883 -2.305031 -0.558972  0.23
H: 0.236366 -3.115038 0.137332  0.22
H: -0.781200 -3.853506 -1.103578  0.24
H: 2.039784 2.045540 0.809825  0.21
H: 1.782138 2.601988 2.505646  0.23
H: 2.488154 0.853549 2.044822  0.22
H: 0.609962 -0.156382 3.402252  0.21
H: -1.059588 0.716929 3.401940  0.22
H: 0.384086 1.426294 3.911517  0.22
H: -3.078114 2.251426 1.181497  0.25
H: -3.635286 3.339484 0.000328  0.26
H: -3.898013 1.416457 -0.272654  0.27
H: -0.933850 -0.521477 -1.880149  0.25
H: 0.176161 -2.400825 -2.726785  0.27
H: -0.210016 2.291948 1.577109  0.22
H: 1.918480 -0.675075 -1.979962  0.43
H: 0.752079 -0.359161 0.551050  0.37
H: -0.733744 3.558529 -0.336696  -0.16
H: -1.765987 2.544331 -2.258184  -0.15

Cartesian forces (eV/Å) of the 3 atoms listed first:
C -1.59 -1.27 -0.07
C -2.22 -0.48 -2.75
C 4.63 1.41 1.82

Results
Spin multiplicity: 3
<S²>: 2.009
HOMO level (spin up / spin down) in eV: -9.00 / -13.45
Gap between HOMO and LUMO (spin up / spin down) in eV: 6.103 / 5.496
Charge: +1
Relative energy (zero: lowest compared OMol25 entry of this formula, charge and spin) in kJ/mol: 0.00